# 1
Entry from the OMol25 dataset: a structure of composition C17H26CoN2 in a non-equilibrium geometry (ωB97M-V with the def2-TZVPD basis set).

Results
Relative energy (zero: lowest compared OMol25 entry of this formula, charge and spin), kcal/mol: 2.24
HOMO (alpha / beta), eV: -6.235 / -7.052
Frontier orbital gap (alpha / beta), eV: 5.5 / 6.1
Strongest force on any atom, eV Å⁻¹: 4.54

```
! wB97M-V def2-TZVPD RIJCOSX def2/J DEFGRID3
* xyz 0 4
C 4.35780 -0.37711 1.69925
C 4.26412 0.85498 0.86592
H 3.72246 -0.15178 2.57706
H 5.32222 -0.96936 1.77665
H 3.72038 -1.00567 1.06180
H 3.15149 1.01693 0.83809
H 4.60644 1.82831 1.22637
H 4.41794 0.62744 -0.12988
C -1.12570 -2.62202 0.80891
C -2.11475 -3.59199 1.13830
C -3.28429 -3.54324 0.32274
C -3.47421 -2.63346 -0.72632
H -0.16924 -2.48242 1.25197
H -1.92302 -4.26638 1.94836
H -4.08828 -4.30349 0.54548
H -4.35212 -2.61705 -1.37406
N -1.40384 -1.76268 -0.17246
C -2.48583 -1.66532 -0.99908
C -2.37391 -0.56509 -2.00192
N -1.23856 0.13791 -1.83967
C -0.69203 1.07324 -2.67941
C -2.71721 0.89280 -3.93719
C -1.44437 1.48193 -3.77194
H 0.29634 1.34201 -2.40775
H -1.00364 2.23649 -4.42669
C -3.15908 -0.13696 -3.05766
H -4.14434 -0.62537 -3.19867
H -3.36907 1.25439 -4.77889
Co -0.15772 -0.42691 -0.44854
C 1.27642 -1.25927 -1.53944
H 1.09754 -0.90920 -2.58103
H 1.06738 -2.34003 -1.48158
H 2.25645 -1.00195 -1.14933
C 1.28645 1.61629 3.05453
C 0.13123 2.00252 2.11303
C 0.48683 3.24385 1.28118
C -0.43630 0.81533 1.33270
H 2.28081 1.81131 2.62618
H 1.24598 0.56780 3.38210
H 1.14538 2.25740 3.93889
H -0.67611 2.32488 2.77470
H 1.27014 3.04339 0.53929
H -0.41155 3.64583 0.79079
H 0.85206 4.05358 1.93284
H -0.64685 -0.04105 1.98197
H -1.36386 1.16919 0.89245
*
```


# 2
Entry from the OMol25 dataset: a cluster of 2 separate species, C7H17N in total in a non-equilibrium geometry (ωB97M-V with the def2-TZVPD basis set).

Results
Relative energy (zero: lowest compared OMol25 entry of this formula, charge and spin), kcal/mol: 166.94
HOMO, eV: -6.583
Frontier orbital gap, eV: 5.0
Strongest force on any atom, eV Å⁻¹: 3.67

```
! wB97M-V def2-TZVPD RIJCOSX def2/J DEFGRID3
* xyz 0 1
C -0.45046 1.28219 0.08220
C -1.34260 0.14987 0.01167
C -2.77175 0.71386 0.34122
C -1.31588 -0.54352 -1.34879
C 0.69877 1.44386 1.00354
N 1.51146 0.21263 1.22461
C 2.45567 -0.05960 0.14470
C 2.79162 -1.52422 0.02481
H -0.41624 1.92384 -0.79811
H -3.15833 -1.84848 -1.55124
H -1.17480 -0.45984 0.90092
H -2.76175 1.07039 1.37426
H -3.50293 -0.08825 0.35240
H -3.22855 1.55632 -0.18201
H -0.41954 -1.14560 -1.53744
H -1.26048 0.28851 -2.06012
H -2.32761 -1.33070 -1.38567
H 1.39136 2.23339 0.72838
H 0.38209 1.66373 2.03346
H 0.86494 -0.56350 1.29804
H 3.35383 0.54507 0.27970
H 2.05483 0.27832 -0.82558
H 3.69461 -1.71677 -0.55040
H 2.94746 -2.06799 0.96023
H 1.98426 -2.01349 -0.52079
*
```


# 3
Entry from the OMol25 dataset: a structure of composition C19H21AsIMoN3O2S4 in a non-equilibrium geometry (ωB97M-V with the def2-TZVPD basis set).

Results
HOMO (alpha / beta), eV: -6.846 / -6.821
Frontier orbital gap (alpha / beta), eV: 5.2 / 4.9
Strongest force on any atom, eV Å⁻¹: 5.10

```
! wB97M-V def2-TZVPD RIJCOSX def2/J DEFGRID3
* xyz 0 3
Mo -1.41706 0.77334 0.37007
C -2.27016 4.61414 -1.65443
C -0.84526 4.18134 -1.67323
N -0.02076 4.75584 -2.51023
C 1.25604 4.37414 -2.55113
C 1.79254 3.37454 -1.77383
C 3.24354 2.98044 -1.90753
O 4.00614 3.22464 -0.73933
C 0.93264 2.68214 -0.87863
C 1.42094 1.65394 -0.03273
N 0.65204 0.81884 0.63917
C 1.24054 -0.03786 1.56277
C 2.40414 -0.75996 1.27857
C 2.97174 -1.59816 2.21807
C 2.38764 -1.74526 3.46507
C 1.23334 -1.04656 3.77587
C 0.67664 -0.20806 2.83237
I -1.10026 0.92054 3.33887
C -0.42546 3.12184 -0.82043
O -1.24736 2.53024 -0.02063
H -2.41016 5.40134 -2.38723
H -2.92546 3.77694 -1.90863
H -2.53756 4.97704 -0.66083
H 1.85854 4.89784 -3.28423
H 3.30874 1.90364 -2.08703
H 3.68364 3.49734 -2.76873
H 4.11484 4.17734 -0.63183
H 2.49694 1.60574 0.11977
H 2.84984 -0.66346 0.30087
H 3.87424 -2.13666 1.97777
H 2.82844 -2.38576 4.20947
H 0.77844 -1.13756 4.74867
S -4.07066 -1.85296 -2.54683
As -3.48406 0.08524 -2.03263
S -1.23316 0.31584 -1.99793
S -3.70576 0.46604 0.21597
S -4.38286 1.55744 -3.21373
C -1.68176 -4.31406 1.82607
C -1.19026 -3.75306 0.48347
C 0.23924 -4.22996 0.18377
C -2.14146 -4.14566 -0.65503
C -1.17686 -2.31676 0.56287
N -1.20446 -1.15896 0.65197
H -1.70626 -5.39926 1.78397
H -2.68556 -3.95816 2.04127
H -1.02046 -4.01576 2.63687
H 0.25584 -5.31626 0.14597
H 0.93194 -3.90086 0.95727
H 0.57794 -3.85046 -0.77783
H -2.19786 -5.22806 -0.72083
H -1.79536 -3.75486 -1.60873
H -3.14026 -3.75346 -0.48243
*
```


# 4
Entry from the OMol25 dataset: the molecule C3H3N3O2 in a non-equilibrium geometry (ωB97M-V with the def2-TZVPD basis set).

Results
Relative energy (zero: lowest compared OMol25 entry of this formula, charge and spin), kcal/mol: 124.13
SMILES: O=[N+]([O-])c1c[nH]cn1
HOMO, eV: -10.039
Frontier orbital gap, eV: 9.4
Strongest force on any atom, eV Å⁻¹: 8.28

```
! wB97M-V def2-TZVPD RIJCOSX def2/J DEFGRID3
* xyz 0 1
C -0.59800 -0.17731 -0.12639
C 0.17992 0.95737 -0.03925
C 1.36826 -0.90976 -0.12699
H -0.09475 1.96598 0.07920
H 2.35293 0.84456 0.10002
H 2.13877 -1.59875 0.21455
N -1.98324 -0.16423 -0.09345
N 1.49419 0.46582 0.14502
N 0.19851 -1.19729 -0.21028
O -2.65468 -1.20633 0.17167
O -2.40191 1.01995 -0.11410
*
```


# 5
Entry from the OMol25 dataset: the molecule C6H13NO in a non-equilibrium geometry (ωB97M-V with the def2-TZVPD basis set).

Results
Relative energy (zero: lowest compared OMol25 entry of this formula, charge and spin), kcal/mol: 44.69
SMILES: C/C(=C\O)CN(C)C
HOMO, eV: -8.296
Frontier orbital gap, eV: 9.0
Strongest force on any atom, eV Å⁻¹: 1.01

```
! wB97M-V def2-TZVPD RIJCOSX def2/J DEFGRID3
* xyz 0 1
C -0.12986 -1.05013 0.57595
C 2.13205 -0.58268 -0.23403
C 0.34036 -0.86734 -1.81697
C -2.22534 0.39268 0.28958
N 0.85282 -1.22865 -0.49965
C -0.78435 0.30908 0.71355
C -0.13088 1.36514 1.22575
O -0.68301 2.61027 1.32746
H 0.04404 3.25618 1.37822
H -0.91324 -1.80719 0.43183
H 0.32367 -1.32955 1.53692
H 0.89468 1.32605 1.56816
H 2.89114 -0.94621 -0.93559
H 2.49672 -0.82787 0.76993
H 2.08606 0.50691 -0.33046
H 0.15201 0.20783 -1.91495
H -0.58836 -1.40521 -2.03564
H 1.05753 -1.15179 -2.59542
H -2.79499 -0.44630 0.70458
H -2.71443 1.30675 0.64162
H -2.30659 0.36197 -0.80076
*
```